Record 1
This record from OMol25 describes a 2-piece molecular cluster, C3H9NO2S overall at a distorted geometry. The level of theory is the ωB97M-V functional and the def2-TZVPD basis.

SMILES: O=CNCCS.O

```
! RIJCOSX wB97M-V def2-TZVPD def2/J DEFGRID3
* xyz 0 1
O -0.721 1.483 -0.940
C -0.139 0.460 -0.654
N -0.490 -0.366 0.361
C 0.277 -1.579 0.622
C 1.493 -1.364 1.516
S 2.665 -0.092 1.013
H 0.646 0.073 -1.329
H -1.400 -0.201 0.759
H 0.611 -1.935 -0.355
H -0.370 -2.349 1.025
H 1.995 -2.328 1.550
H 1.167 -1.220 2.552
H 3.682 -0.927 0.782
H -3.244 3.263 -1.544
H -2.786 3.331 -2.994
O -3.386 3.752 -2.364
*
```

Record 2
This record from OMol25 describes an isolated ion of composition C4H12ClN2Si and charge +1 at a distorted geometry. The level of theory is the ωB97M-V functional and the def2-TZVPD basis.

SMILES: CN[C@]([SiH3])(Cl)/C=[NH+]/C

```
! RIJCOSX wB97M-V def2-TZVPD def2/J DEFGRID3
* xyz 1 1
C 0.326 -0.482 -0.875
C 2.199 0.717 -1.788
C 0.297 -0.739 2.482
C -0.604 -0.553 0.257
N 1.204 0.453 -0.832
N -0.308 0.097 1.467
Si -2.223 0.495 -0.573
Cl -1.433 -2.170 0.299
H 1.854 1.691 -2.034
H 1.942 0.153 -2.600
H 3.154 0.899 -1.386
H -0.021 -0.455 3.469
H 0.085 -1.707 2.201
H 1.320 -0.662 2.407
H 0.305 -1.223 -1.842
H 1.084 1.052 0.055
H -1.235 0.330 1.843
H -3.585 0.306 0.250
H -2.729 -0.068 -1.823
H -1.633 1.865 -0.977
*
```

Record 3
This record from OMol25 describes one molecule with the formula C20H33N3O2. The level of theory is the ωB97M-V functional and the def2-TZVPD basis.

SMILES: NCCCC[C@H]1CNC(=O)C(=O)N1CC[C@]12C[C@H]3C[C@H](C[C@H](C3)C1)C2

```
! RIJCOSX wB97M-V def2-TZVPD def2/J DEFGRID3
* xyz 0 1
N -3.474 -4.307 0.694
H -3.883 -3.676 1.374
H -2.751 -4.842 1.164
C -2.910 -3.568 -0.418
C -1.766 -2.599 -0.070
C -2.144 -1.501 0.927
C -3.272 -0.569 0.479
H -4.159 -1.158 0.245
H -3.524 0.094 1.310
C -2.924 0.296 -0.744
N -1.980 1.353 -0.427
C -2.411 2.545 0.055
O -1.688 3.512 0.175
C -3.891 2.609 0.447
O -4.300 3.278 1.367
N -4.704 1.879 -0.352
H -5.697 1.925 -0.176
C -4.180 0.957 -1.327
H -4.936 0.206 -1.562
H -3.917 1.487 -2.254
C -0.575 1.232 -0.790
H -0.341 2.019 -1.513
H -0.439 0.260 -1.263
C 0.345 1.379 0.425
H -0.088 0.830 1.266
H 0.362 2.432 0.706
C 1.788 0.890 0.214
C 1.850 -0.635 0.064
C 3.301 -1.092 -0.086
C 4.098 -0.692 1.153
C 4.055 0.827 1.308
C 2.605 1.284 1.453
H 2.162 0.832 2.343
H 2.572 2.368 1.580
C 4.674 1.485 0.077
C 3.878 1.081 -1.161
C 3.918 -0.438 -1.321
H 4.951 -0.772 -1.441
H 3.365 -0.733 -2.216
C 2.426 1.538 -1.018
H 1.874 1.258 -1.918
H 2.384 2.625 -0.921
H 4.317 1.553 -2.048
H 5.715 1.173 -0.030
H 4.660 2.571 0.191
H 4.617 1.119 2.202
H 3.673 -1.169 2.040
H 5.132 -1.029 1.056
H 3.325 -2.182 -0.200
H 1.284 -0.956 -0.813
H 1.405 -1.111 0.942
H -2.479 -0.334 -1.519
H -1.254 -0.907 1.138
H -2.447 -1.966 1.869
H -0.943 -3.176 0.361
H -1.397 -2.159 -0.997
H -2.534 -4.302 -1.137
H -3.727 -3.026 -0.900
*
```

Record 4
This record from OMol25 describes one molecule with the formula C4H10N2O2 at a distorted geometry. The level of theory is the ωB97M-V functional and the def2-TZVPD basis.

SMILES: NC(=O)[C@H](N)CCO

```
! RIJCOSX wB97M-V def2-TZVPD def2/J DEFGRID3
* xyz 0 1
N -1.872 0.695 1.055
C -0.851 -0.050 0.324
C 0.451 0.648 0.938
C 1.776 0.377 0.223
O 2.418 -0.839 0.489
C -0.877 -0.131 -1.191
N -0.558 -1.320 -1.876
O -1.089 0.851 -1.881
H 1.978 -1.291 1.240
H -2.726 0.198 1.202
H -2.044 1.513 0.634
H -0.824 -1.104 0.632
H 0.458 0.449 2.025
H 0.267 1.695 0.688
H 1.725 0.263 -0.868
H 2.494 1.201 0.646
H -0.064 -2.066 -1.506
H -0.661 -1.090 -2.774
*
```

Record 5
This record from OMol25 describes a 2-piece molecular cluster, F3H3SSi2 overall at a distorted geometry. The level of theory is the ωB97M-V functional and the def2-TZVPD basis.

SMILES: F[SiH](F)F.[SiH2]=S

```
! RIJCOSX wB97M-V def2-TZVPD def2/J DEFGRID3
* xyz 0 1
F 2.981 0.859 -1.678
F 3.853 -0.594 0.284
F 1.613 0.602 0.441
Si -3.320 0.228 0.843
Si 2.488 -0.171 -0.542
S -2.657 -0.383 -0.943
H -2.590 0.109 1.978
H -4.563 0.865 0.801
H 2.193 -1.514 -1.184
*
```

Record 6
This record from OMol25 describes one molecule with the formula C10H13NO at a distorted geometry. The level of theory is the ωB97M-V functional and the def2-TZVPD basis.

SMILES: COc1ccc2c(c1)CNCC2

```
! RIJCOSX wB97M-V def2-TZVPD def2/J DEFGRID3
* xyz 0 1
C 3.618 -1.153 0.147
C 1.792 0.376 -0.219
C 1.392 1.704 -0.132
C 0.071 1.923 0.047
C -0.866 0.886 0.147
C -2.405 1.102 0.284
C -3.150 -0.068 -0.337
C -1.291 -1.565 -0.156
C -0.422 -0.364 0.047
C 0.943 -0.779 -0.008
H 4.620 -0.910 -0.315
H 3.715 -1.536 1.344
H 2.867 -2.059 -0.377
H 2.116 2.475 -0.066
H -0.536 2.772 0.109
H -2.662 2.080 -0.242
H -2.842 0.990 1.301
H -2.980 -0.081 -1.405
H -4.153 0.158 -0.287
H -2.727 -1.477 1.131
H -0.744 -2.375 0.372
H -0.976 -2.120 -1.196
H 1.046 -1.882 0.028
N -2.691 -1.423 0.171
O 2.999 0.194 -0.064
*
```

The records above give, respectively, E_HOMO values of -9.53 -13.93 -9.37 -9.56 -9.28 -7.86 eV.
The records above give, respectively, LUMO values of 0.55 -4.55 0.50 0.74 -1.03 0.78 eV.
The records above give, respectively, DFT total energy values of -19677.2055 -27713.4351 -29842.9963 -11384.4355 -34795.8549 -14113.9731 eV.